No. 1
{
  "formula": "C14H32Al",
  "method": "ωB97M-V/def2-TZVPD",
  "elements": ["Al", "C", "C", "C", "C", "C", "C", "C", "C", "C", "C", "C", "C", "C", "C", "H", "H", "H", "H", "H", "H", "H", "H", "H", "H", "H", "H", "H", "H", "H", "H", "H", "H", "H", "H", "H", "H", "H", "H", "H", "H", "H", "H", "H", "H", "H", "H"],
  "xyz": [[-1.4332, -3.8177, -1.9664], [-3.3886, 0.2264, 0.3316], [-3.4593, -1.1806, 0.9879], [3.4792, -2.1066, 1.1288], [-1.8801, 2.3650, 0.5890], [-1.9416, 0.8217, 0.2605], [3.3836, -0.2771, -0.7228], [3.0458, 0.9450, 0.2164], [0.3234, 3.7126, 0.1698], [-0.9974, 3.1485, -0.4530], [-2.6313, -2.3155, 0.2597], [4.2694, -1.3464, 0.0125], [1.6078, 1.4642, -0.1151], [-2.2977, -2.0673, -1.2483], [1.1835, 2.6174, 0.8685], [2.5151, -2.4480, 0.6984], [-0.0247, -3.5259, -2.6930], [-3.0185, -1.0704, 2.0105], [-4.4931, -1.5490, 1.1386], [0.8743, 0.6339, -0.0452], [0.0395, 4.4590, 0.9481], [3.9180, 0.0478, -1.6334], [3.1251, 0.5928, 1.2641], [-1.1189, -4.7393, -0.6690], [-1.6882, -2.5606, 0.7835], [5.1690, -0.8905, 0.4779], [4.0840, -2.9658, 1.4808], [-1.5083, -1.2931, -1.3951], [-0.7518, 2.5544, -1.3526], [3.7831, 1.7614, 0.0554], [-3.8833, 0.2811, -0.6600], [-2.4710, -4.6395, -2.8642], [-1.4865, 2.5449, 1.6075], [1.6054, 1.7963, -1.1770], [-1.6370, 0.7427, -0.8052], [2.1090, 3.0809, 1.2592], [2.4333, -0.7907, -0.9739], [-3.9824, 0.9098, 0.9905], [4.6128, -2.0497, -0.7767], [-3.2062, -1.8203, -1.8473], [0.5690, 2.1536, 1.6671], [-2.9251, 2.7299, 0.5128], [3.2770, -1.4114, 1.9667], [-1.5967, 4.0166, -0.8103], [-1.2066, 0.2244, 0.8335], [-3.2545, -3.2392, 0.2995], [0.8746, 4.2742, -0.6105]],
  "atomic_forces_ev_per_a": [[-0.2, 0.3, 0.5], [-0.2, 0.3, 1.1], [1.0, -0.3, 0.2], [0.3, 0.4, -0.8], [0.2, -0.7, -0.9], [-0.3, 0.4, -0.9], [0.5, -0.1, 1.4], [-0.5, -0.7, -1.0], [-0.6, -0.2, 0.4], [0.0, 0.8, 0.6], [-0.6, 0.3, -0.9], [-0.4, 0.0, -0.2], [0.5, 0.3, 0.6], [0.3, -0.6, 0.1], [-0.2, -0.2, -1.4], [0.5, 0.0, 0.4], [0.2, 0.1, -0.3], [-0.4, 0.0, -0.5], [0.3, 0.5, -0.2], [0.5, 0.4, -0.1], [0.1, -0.3, -0.5], [-0.5, -0.1, 0.3], [-0.2, 0.4, -0.4], [0.1, -0.1, 0.2], [-0.5, 0.2, -0.1], [-0.4, -0.1, -0.4], [-0.5, 0.4, 0.0], [-0.7, -0.3, 0.2], [-0.2, 0.0, 0.5], [-0.4, -0.4, 0.2], [0.4, -0.3, 0.5], [-0.2, -0.1, -0.4], [-0.4, 0.0, -0.4], [0.0, 0.0, 0.6], [0.0, -0.2, 0.7], [-0.5, -0.2, 0.2], [0.5, 0.3, -0.2], [0.3, -0.4, -0.4], [-0.1, 0.2, 0.6], [0.6, 0.0, 0.4], [0.6, 0.4, -0.1], [0.6, 0.0, 0.2], [0.0, -0.5, -0.3], [0.4, -0.4, 0.1], [-0.5, 0.3, -0.1], [0.5, 0.4, 0.1], [0.0, -0.4, 0.4]],
  "lowdin_charge": [0.123, -0.230, -0.226, -0.115, -0.189, -0.211, -0.212, -0.210, -0.228, -0.211, -0.327, -0.274, -0.204, -0.370, -0.203, 0.081, -0.177, 0.096, 0.091, 0.099, 0.102, 0.102, 0.095, -0.149, 0.073, 0.097, 0.066, 0.013, 0.097, 0.108, 0.105, -0.178, 0.097, 0.118, 0.085, 0.100, 0.107, 0.092, 0.098, 0.037, 0.099, 0.094, 0.058, 0.098, 0.106, 0.076, 0.102],
  "multiplicity": 1,
  "total_charge": -1,
  "e_homo_ev": -4.27,
  "energy_ha": -795.03057,
  "homo_lumo_gap_ha": 0.2668,
  "lumo_energy_ev": 2.99
}

---

No. 2
{
  "formula": "C14H32AlCl8",
  "method": "ωB97M-V/def2-TZVPD",
  "elements": ["Cl", "Cl", "Cl", "Cl", "Cl", "Cl", "Cl", "Cl", "Al", "C", "C", "C", "C", "C", "C", "C", "C", "C", "C", "C", "C", "C", "C", "H", "H", "H", "H", "H", "H", "H", "H", "H", "H", "H", "H", "H", "H", "H", "H", "H", "H", "H", "H", "H", "H", "H", "H", "H", "H", "H", "H", "H", "H", "H", "H"],
  "xyz": [[4.7609, 2.2198, 1.6140], [4.5942, 3.9270, -1.3451], [-7.0622, -5.3617, 0.1689], [8.0804, -2.0169, 0.4709], [4.9832, -1.4536, -0.8662], [-4.2452, -6.7079, 1.5656], [-2.4347, -0.9836, 1.4884], [-5.6669, -1.9454, 2.0595], [-1.8838, 2.7805, 0.4334], [-5.3863, -7.5147, 0.4610], [-3.0409, -2.6471, 1.6846], [5.9671, 2.2160, 0.3032], [6.6134, -1.5020, 1.3403], [6.0577, 3.5622, -0.3974], [-3.6107, 2.2119, 1.4473], [-5.9646, -6.5560, -0.5674], [-1.8964, 2.1354, -1.5130], [0.5526, 4.8211, -1.1241], [-1.0002, 3.0304, -2.5532], [5.3521, -2.1099, 0.7481], [-4.4384, -2.8201, 1.1116], [1.3113, 2.1671, -1.2994], [0.5042, 3.4137, -2.0262], [-1.6513, 0.9701, -1.5394], [1.0729, 2.0819, -0.1425], [-1.7960, 4.3669, 0.5918], [-5.1777, -6.0117, -1.0987], [-0.6740, 2.1430, 1.2388], [-3.0254, 2.2169, -1.8871], [1.2107, 1.1472, -1.8773], [6.7308, -1.8274, 2.3786], [5.7070, 1.4146, -0.3953], [-3.9307, 1.1089, 1.1785], [2.4667, 2.4536, -1.3553], [5.4308, -3.1983, 0.6623], [1.5956, 5.3477, -1.3251], [1.1399, 3.6715, -3.0034], [-1.5472, 4.0079, -2.9503], [-3.4668, 2.2562, 2.6232], [-4.8294, -8.3097, -0.0435], [-4.5325, 2.9043, 1.2106], [6.8966, 3.5603, -1.0995], [0.4677, 4.5607, 0.0221], [-0.3148, 5.4948, -1.5318], [-4.7192, -3.8772, 1.1291], [-4.4958, -2.4702, 0.0760], [4.4937, -1.8806, 1.3863], [-6.5515, -7.1119, -1.3052], [6.5780, -0.4082, 1.3285], [-2.3398, -3.3029, 1.1593], [-6.1717, -7.9803, 1.0648], [-0.8488, 2.3550, -3.5262], [-3.0078, -2.8971, 2.7497], [6.9302, 1.9694, 0.7606], [6.2128, 4.3783, 0.3155]],
  "atomic_forces_ev_per_a": [[0.0, -0.1, 0.0], [0.2, 0.1, 0.1], [0.1, 0.0, 0.0], [0.1, 0.0, -0.1], [0.1, 0.0, 0.0], [0.0, 0.0, 0.0], [0.0, -0.3, 0.1], [0.0, 0.0, 0.0], [-1.2, -0.3, 0.3], [-0.2, -0.2, -0.2], [0.0, 0.0, -0.1], [0.2, 0.0, -0.2], [-0.3, 0.1, 0.2], [0.2, 0.0, 0.1], [-1.4, -0.6, 0.7], [0.1, -0.2, -0.1], [-0.9, 0.0, -1.2], [0.5, -1.0, -0.5], [0.4, -1.1, -0.8], [0.0, -0.1, 0.3], [0.2, -0.3, -0.1], [1.0, 0.9, 0.1], [0.5, 0.3, -0.6], [-0.2, 2.4, -0.3], [0.1, 0.0, -2.6], [0.0, 0.4, -0.1], [-0.1, -0.1, 0.2], [0.5, -0.3, 0.3], [2.2, -0.2, 0.6], [-0.1, 2.0, 1.2], [-0.1, 0.0, -0.2], [-0.1, 0.2, 0.1], [0.4, 2.2, 0.6], [-2.5, -0.7, 0.1], [0.1, 0.3, 0.0], [-2.1, -1.0, 0.4], [-1.3, -0.6, 1.9], [1.0, -2.0, 1.1], [-0.3, -0.2, -2.2], [-0.1, 0.2, 0.0], [1.6, -1.2, 0.4], [-0.1, -0.1, 0.1], [-0.1, 0.8, -2.4], [1.7, -1.2, 1.2], [0.1, 0.2, 0.1], [0.1, 0.1, 0.3], [0.2, 0.1, -0.1], [0.1, 0.0, 0.2], [0.0, -0.3, -0.1], [-0.2, 0.0, 0.0], [0.1, 0.2, -0.1], [-0.1, 1.5, 1.8], [-0.1, 0.1, -0.2], [-0.1, 0.1, -0.1], [-0.1, -0.2, -0.1]],
  "lowdin_charge": [0.549, 0.579, 0.559, 0.526, 0.551, 0.553, 0.596, 0.532, 0.149, -0.662, -0.667, -0.682, -0.663, -0.658, -0.342, -0.660, -0.329, -0.142, -0.293, -0.653, -0.684, -0.135, -0.403, 0.050, 0.042, -0.102, 0.072, -0.106, 0.050, 0.080, 0.074, 0.038, -0.068, 0.002, 0.067, 0.055, 0.114, 0.103, -0.006, 0.070, -0.017, 0.068, 0.045, 0.071, -0.007, 0.074, 0.078, 0.070, 0.036, 0.065, 0.069, 0.091, 0.065, 0.066, 0.068],
  "multiplicity": 1,
  "total_charge": -1,
  "e_homo_ev": -4.36,
  "energy_ha": -4476.52248,
  "homo_lumo_gap_ha": 0.2318,
  "lumo_energy_ev": 1.95
}